Record 1
90
Properties=species:S:1:pos:R:3 method="wB97M-V/def2-TZVPD" relative_energy_kj_mol=208.2 spin_multiplicity=4 total_charge=+1 gap_ev="5.312 / 5.310"
O 2.7974 0.1611 -1.4406
O 1.8222 -1.5029 -3.2710
C 2.7796 1.6042 -1.4797
C 3.1595 2.2438 -0.1475
H 1.7622 1.9536 -1.7217
H 3.4655 1.9778 -2.2546
H 2.3887 2.1649 0.6236
H 3.3272 3.3174 -0.2935
H 4.0882 1.8610 0.2672
C 2.9357 -1.0888 0.0239
C 4.0577 -1.7915 -0.6215
H 1.9516 -1.5241 -0.1234
H 3.1242 -0.4291 0.8614
H 3.6905 -2.2887 -1.5411
H 4.5483 -2.5437 0.0264
H 4.8097 -1.0457 -0.9399
C 1.0376 -2.7308 -3.3464
C 2.1297 -1.0956 -4.6254
C 1.5709 -3.8150 -2.4352
H 1.0475 -3.1346 -4.3845
H -0.0255 -2.5092 -3.1508
H 2.5949 -4.0812 -2.7335
H 0.9558 -4.7224 -2.5224
H 1.5519 -3.4997 -1.3866
C 3.5430 -1.4947 -4.9671
H 1.9339 -0.0265 -4.7149
H 1.4412 -1.5857 -5.3472
H 4.2061 -1.2755 -4.1264
H 3.9061 -0.9726 -5.8514
H 3.5780 -2.5680 -5.1730
H 2.8881 -0.3691 -2.2943
Nd -1.5978 0.1978 0.9576
C -1.4473 0.1144 -1.2805
Si -2.1116 0.8046 -2.8424
H -0.9799 -0.8653 -1.5682
H -0.5380 0.7855 -1.1227
C -0.9224 2.0952 -3.5171
C -3.7576 1.4264 -2.2168
C -2.1297 -0.6231 -4.0563
C -1.4804 2.6886 0.7351
Si -2.8810 3.1405 1.8798
H -1.5502 3.2259 -0.2327
H -0.4762 2.9239 1.1561
C -4.4094 3.5937 0.8881
C -2.4165 4.5043 3.0758
C -3.3370 1.6341 2.9684
H -2.8796 -0.4482 -4.8430
H -2.3708 -1.5587 -3.5324
H -1.1440 -0.7714 -4.5331
H -0.7095 2.8872 -2.7892
H -1.3456 2.5578 -4.4171
H 0.0424 1.6391 -3.7893
H -3.5977 2.0645 -1.3355
H -4.3263 0.5421 -1.8926
H -4.3475 1.9966 -2.9424
H -1.9420 5.3470 2.5538
H -1.7133 4.1330 3.8358
H -3.3013 4.8865 3.6048
H -2.5175 1.3099 3.6344
H -3.7571 0.7683 2.4115
H -4.1595 1.9738 3.6141
H -5.0946 4.2013 1.4942
H -4.9722 2.7086 0.5642
H -4.1586 4.1776 -0.0063
C -1.0310 -4.5930 -0.0783
C -0.2729 -5.0174 1.0132
C 0.0171 -4.1213 2.0438
C -0.4393 -2.7710 1.9769
C -1.1561 -2.3644 0.8576
C -1.4592 -3.2461 -0.1581
C -0.1450 -1.8129 3.0806
C -0.1000 -2.2211 4.4271
C 0.0788 -1.2907 5.4317
C 0.3480 0.0583 5.1124
C 0.4740 1.1062 6.0733
C 0.7088 2.4144 5.6811
C 0.8319 2.7342 4.3151
C 0.7374 1.7318 3.3545
C 0.4202 0.4067 3.7240
N 0.0363 -0.5035 2.7531
H -1.2895 -5.2922 -0.8772
H 0.0952 -6.0430 1.0619
H 0.6271 -4.4263 2.8941
H -2.0223 -2.9191 -1.0384
H -0.2803 -3.2727 4.6477
H 0.0196 -1.5841 6.4829
H 0.3728 0.8531 7.1310
H 0.8097 3.2043 6.4258
H 1.0087 3.7653 4.0085
H 0.8723 1.9543 2.2909

---

Record 2
78
Properties=species:S:1:pos:R:3 method="wB97M-V/def2-TZVPD" relative_energy_kj_mol=117.7 total_charge=+1 gap_ev=6.567
Pt -0.3839 0.0770 0.1548
C -2.3447 2.0842 3.5043
C -1.8500 1.2639 2.3645
N -0.8318 1.5602 1.6288
O -0.2327 2.7619 1.9303
C -2.5362 0.0111 1.9928
C -3.7670 -0.4619 2.6790
N -1.9597 -0.6203 1.0370
O -2.5267 -1.7201 0.4959
H -1.6543 2.8861 3.7401
H -2.4771 1.4504 4.3823
H -3.3194 2.5151 3.2645
H 0.6215 2.7285 1.4747
H -4.4998 0.3415 2.7546
H -3.5148 -0.7816 3.6933
H -4.2039 -1.2989 2.1449
N 5.9673 -2.4150 -4.1662
C 5.2351 -1.7350 -3.2431
C 5.5479 -1.8249 -1.8756
C 4.7895 -1.1612 -0.9415
C 3.7050 -0.3842 -1.3519
C 3.3791 -0.2863 -2.6985
C 4.1332 -0.9587 -3.6339
S 2.7786 0.4078 -0.1097
O 2.4565 -0.7315 0.8433
O 3.4894 1.4313 0.5845
N 1.3520 0.8770 -0.6864
C 1.3755 2.1612 -1.2576
N 0.3131 2.9386 -1.0698
C 0.3493 4.1361 -1.6565
C 1.4326 4.5807 -2.3848
C 2.4978 3.6993 -2.4851
N 2.4675 2.4919 -1.9406
H 6.8258 -2.8603 -3.8989
H 5.8305 -2.2410 -5.1448
H 6.3872 -2.4285 -1.5552
H 5.0379 -1.2484 0.1083
H 2.5323 0.3063 -3.0157
H 3.8709 -0.8912 -4.6821
H -0.5278 4.7616 -1.5256
H 1.4505 5.5573 -2.8434
H 3.4003 3.9600 -3.0255
C -1.6047 -3.6528 -2.1534
C -2.0335 -3.5855 -0.8942
C -1.4305 -2.6603 0.1019
C -0.1544 -1.9451 -0.3799
C 0.2225 -2.1293 -1.7954
C -0.4610 -2.8968 -2.6332
Si 1.2191 -1.9880 0.8731
C 0.6838 -2.1620 2.6402
C 0.3371 -3.4237 3.1260
C -0.1200 -3.5842 4.4270
C -0.2168 -2.4846 5.2678
C 0.1497 -1.2255 4.8084
C 0.5914 -1.0680 3.5029
H -2.0958 -4.3306 -2.8407
H -2.8553 -4.2006 -0.5501
H -1.2460 -3.1822 1.0438
H 1.1069 -1.6084 -2.1453
H -0.1566 -2.9947 -3.6656
H 2.1784 -3.0771 0.5559
H 0.4303 -4.2979 2.4895
H -0.3877 -4.5683 4.7886
H -0.5608 -2.6125 6.2860
H 0.1056 -0.3714 5.4731
H 0.8826 -0.0831 3.1531
S -1.9025 0.5248 -2.1357
C -2.9577 1.7551 -1.6788
N -2.5360 2.7478 -0.8458
C -3.3134 3.7621 -0.3932
C -4.6167 3.8451 -0.7607
C -5.1155 2.8573 -1.6430
C -4.3149 1.8501 -2.0939
H -1.5309 2.7364 -0.6458
H -2.8238 4.4734 0.2580
H -5.2382 4.6485 -0.3969
H -6.1478 2.9039 -1.9647
H -4.6835 1.0883 -2.7645

---

Record 3
142
Properties=species:S:1:pos:R:3 method="wB97M-V/def2-TZVPD" total_charge=+1 gap_ev=5.612
C 1.3478 -2.6855 0.0996
C 2.4070 -1.5670 0.1707
O 2.3550 -0.7943 -1.0207
C 2.6150 0.5602 -0.7218
C 2.6842 1.4095 -2.0201
O 1.9931 0.8061 -3.0846
C 0.7194 1.3404 -3.3254
C -0.2554 0.6246 -2.3381
O -1.5488 0.7088 -2.9348
C -2.6081 0.3643 -2.0959
N -2.2107 -0.4178 -0.8758
C -2.5883 0.3080 0.3626
C -2.7309 -0.5778 1.6342
C -4.2012 -0.7005 2.0995
S -4.8156 0.9267 2.6445
O -3.7522 1.7152 3.1466
O -5.4310 1.6163 1.5612
O -5.9836 0.7097 3.7442
C -2.8481 -1.6477 -1.0272
N -4.1554 -1.8567 -1.0811
N -2.0792 -2.7228 -1.1955
H 1.4373 -3.2198 -0.8479
H 0.3394 -2.2593 0.2115
H 1.5075 -3.3362 0.9637
H 3.3955 -2.0140 0.3130
H 2.2038 -0.9247 1.0397
H 3.6153 0.6422 -0.2675
H 1.8608 0.9724 -0.0326
H 2.3601 2.4283 -1.7779
H 3.7364 1.4785 -2.3201
H 0.6454 2.4164 -3.1313
H 0.3535 1.1233 -4.3307
H 0.0325 -0.4279 -2.2962
H -0.1762 1.1296 -1.3692
H -3.2802 -0.2510 -2.7203
H -3.1882 1.2538 -1.8171
H -3.4784 0.9462 0.2555
H -1.7664 1.0031 0.5632
H -2.2289 -1.5474 1.5811
H -2.2380 -0.0260 2.4408
H -4.2608 -1.3447 2.9829
H -4.8899 -1.0184 1.3183
H -6.5462 0.0271 3.3493
H -4.6278 -0.9740 -0.9095
H -4.4157 -2.5639 -0.4039
H -1.4380 -3.0685 -0.4966
H -2.1024 -3.1616 -2.1116
C -3.4757 -5.6686 -3.2387
Cl -4.2979 -5.2300 -1.7405
Cl -1.8194 -5.0432 -3.2530
H -3.4477 -6.7486 -3.3195
H -4.0174 -5.2462 -4.0805
C -5.1601 4.1909 5.1392
Cl -5.1636 5.5632 4.0230
Cl -4.9717 4.7227 6.8152
H -6.0995 3.6585 5.0441
H -4.3364 3.5342 4.8857
C -2.0610 -1.3887 -5.1949
Cl -0.4601 -1.7065 -4.5230
Cl -3.2368 -2.5772 -4.5891
H -2.3619 -0.3933 -4.8860
H -2.0331 -1.4460 -6.2770
C -2.5241 4.1177 9.5907
Cl -3.0717 4.6917 11.1731
Cl -0.8369 4.5515 9.2962
H -2.6201 3.0376 9.5564
H -3.1412 4.5679 8.8213
C 4.5811 1.0450 -4.2951
Cl 5.8155 -0.0504 -3.6576
Cl 4.2250 0.7004 -5.9960
H 3.6723 0.9217 -3.7175
H 4.9364 2.0624 -4.2102
C 7.9053 2.7570 -4.9425
Cl 7.0231 3.2866 -3.5010
Cl 9.5767 3.3216 -4.9197
H 7.9004 1.6728 -4.9742
H 7.4117 3.1571 -5.8209
C -3.5133 7.6596 1.4829
Cl -4.9177 8.7270 1.3980
Cl -2.0015 8.5520 1.2678
H -3.4985 7.1772 2.4530
H -3.5935 6.9148 0.6996
C 6.4192 -3.0600 -6.1010
Cl 5.6538 -4.6135 -6.4807
Cl 7.7965 -2.7423 -7.1594
H 5.6883 -2.2687 -6.2289
H 6.7636 -3.0846 -5.0741
C -7.1369 10.4198 4.2755
Cl -8.2517 10.8387 2.9693
Cl -6.7635 8.6931 4.2798
H -6.2160 10.9755 4.1412
H -7.5932 10.6814 5.2228
C 7.7280 -6.6329 -4.4430
Cl 7.5823 -8.1205 -3.4998
Cl 7.9448 -5.2220 -3.3969
H 8.5869 -6.7157 -5.0987
H 6.8279 -6.4984 -5.0264
C -6.9607 -2.9471 -3.7266
Cl -8.4926 -2.8217 -2.8621
Cl -5.5807 -2.9432 -2.5981
H -6.9518 -3.8724 -4.2936
H -6.8646 -2.1015 -4.3984
C 6.2631 -3.3400 0.0836
Cl 5.7782 -1.9230 1.0228
Cl 5.3714 -3.4396 -1.4408
H 7.3231 -3.2683 -0.1330
H 6.0625 -4.2310 0.6667
C 2.1989 1.5244 -9.3876
Cl 2.3529 2.7080 -8.0857
Cl 1.2016 0.1471 -8.8966
H 1.7381 2.0028 -10.2436
H 3.1864 1.1638 -9.6510
C 3.0285 -2.6775 -3.6467
Cl 4.6238 -2.9838 -2.9629
Cl 1.8294 -3.8252 -3.0315
H 2.7176 -1.6723 -3.3784
H 3.0859 -2.7719 -4.7259
C 0.5681 -5.2351 0.0343
Cl -0.3679 -4.6500 1.4227
Cl 2.2347 -4.6715 0.0972
H 0.5618 -6.3190 0.0320
H 0.1072 -4.8610 -0.8716
C -3.5641 -6.4513 3.4933
Cl -2.3142 -5.8245 4.5686
Cl -3.9989 -5.2665 2.2506
H -3.1939 -7.3466 3.0080
H -4.4462 -6.6840 4.0779
C -4.5132 1.3757 11.4483
Cl -3.3161 0.1327 11.8278
Cl -5.1973 1.1451 9.8313
H -5.3130 1.3281 12.1780
H -4.0325 2.3459 11.4830
C 2.0990 5.8739 11.5301
Cl 2.9703 6.8798 10.3663
Cl 3.2055 4.8551 12.4582
H 1.5577 6.5174 12.2136
H 1.4046 5.2376 10.9924
C 8.5567 1.2264 0.5957
Cl 7.3706 1.8987 -0.5318
Cl 8.8782 -0.4775 0.2585
H 9.4823 1.7818 0.5027
H 8.1696 1.3157 1.6040

---

Record 4
16
Properties=species:S:1:pos:R:3 method="wB97M-V/def2-TZVPD" smiles="N/C=C/CCC=O" relative_energy_kj_mol=164.9 gap_ev=9.350
N -3.1229 -0.5931 -0.3906
C -1.8481 -0.0255 -0.3353
C -0.7104 -0.7175 -0.2718
C 0.6315 -0.0672 -0.4282
C 1.4701 0.0034 0.8560
C 2.6470 0.9468 0.7013
O 3.3277 1.3535 1.6017
H -3.8336 0.1007 -0.5680
H -3.2406 -1.3428 -1.0552
H -1.7968 1.0591 -0.2925
H -0.8082 -1.8015 -0.2523
H 1.2189 -0.5696 -1.2010
H 0.4790 0.9488 -0.7996
H 0.8770 0.4225 1.6717
H 1.8670 -0.9821 1.1075
H 2.8423 1.2645 -0.3435